Density functional theory data (ωB97M-V/def2-TZVPD) for a 2-piece molecular cluster, C3H10NO2 overall at a distorted geometry.

```
16
Properties=species:S:1:pos:R:3:forces:R:3
C -1.049 -0.206 0.279 0.6 -2.4 4.0
H 0.810 1.040 1.634 -0.1 -0.1 -0.1
H 0.412 2.066 0.232 -0.1 -0.1 -0.1
C 0.924 1.162 0.557 0.4 0.8 0.7
H 1.983 1.248 0.321 -0.1 -0.1 -0.1
H 1.530 0.296 -1.843 0.0 0.0 0.2
H -1.552 0.674 0.662 0.1 0.1 -0.2
H 0.250 -0.900 -2.058 0.0 0.0 0.2
H -1.185 -1.261 2.563 -0.4 0.1 0.1
H -1.442 -1.917 -0.546 0.1 0.1 0.2
N 0.353 -0.021 -0.120 0.2 -0.6 0.1
O -1.818 -1.044 -0.341 -0.1 0.2 -0.5
H 0.865 -0.838 0.258 -0.3 0.1 0.0
O -0.428 -1.173 1.979 -0.5 1.9 -3.5
C 0.502 0.049 -1.590 0.1 0.1 -1.0
H -0.155 0.823 -1.987 0.0 0.0 0.1
```
Positions in Å, forces in eV/Å.

The maximum force is 4.717 eV/A. As for the electronic energy: -8848.9866 eV. For the orbital gap (alpha / beta), the calculation gives 0.3810 / 0.3810 Eh. The highest occupied orbital energy (alpha / beta) comes out at -14.7 / -14.7 eV. As for the net charge: +1. The calculation puts the energy relative to the best compared isomer or geometry (same formula, charge and spin) at 3.3541 eV.